{"formula": "C17H24MgN4O5", "method": "ωB97M-V/def2-TZVPD", "charge": 0, "e_lumo_ev": [-0.15, -0.07], "de_lowest_ev": 1.2652, "species": ["O", "H", "Mg", "N", "N", "O", "O", "C", "C", "C", "C", "H", "H", "H", "H", "H", "H", "H", "H", "O", "H", "H", "C", "H", "H", "H", "O", "H", "H", "C", "C", "N", "C", "C", "C", "C", "C", "C", "C", "C", "C", "N", "C", "H", "H", "H", "H", "H", "H", "H", "H"], "positions_angstrom": [[-4.40881, 1.23180, 2.33217], [-5.36559, 1.17103, 2.20351], [-0.23410, 0.00898, -0.27678], [-0.12758, -0.57409, -2.43655], [-1.75900, 1.03186, -1.42980], [0.85516, -1.48196, -2.98446], [-2.65713, 1.97500, -0.81172], [-0.93180, -0.02710, -3.33255], [-1.84779, 0.95467, -2.74291], [-0.90578, -0.33575, -4.79245], [-2.80337, 1.73890, -3.58882], [-0.46707, -1.30923, -4.97817], [-0.34080, 0.43866, -5.31325], [-1.93439, -0.30748, -5.15593], [-3.10264, 2.65005, -3.08982], [-3.67702, 1.12439, -3.80451], [-2.30972, 1.96896, -4.53444], [1.41653, -1.78011, -2.23672], [-2.66134, 1.82110, 0.15760], [1.08364, 1.90696, -1.14586], [1.01596, 1.09747, -1.72055], [0.18871, 2.15505, -0.82707], [-3.88546, -0.00407, 1.87665], [-2.85718, -0.05555, 2.25872], [-3.84948, -0.01208, 0.76995], [-4.47819, -0.87055, 2.26055], [-1.05690, -2.04421, -0.26122], [-0.97426, -1.83867, -1.24543], [-0.15103, -2.07726, 0.12242], [4.36242, -0.39783, -0.65135], [3.01518, -0.40936, -1.03898], [2.02319, -0.41945, -0.13025], [2.31651, -0.11535, 1.16351], [3.66954, -0.12309, 1.63501], [4.69238, -0.27322, 0.70073], [3.95076, -0.00664, 3.02563], [2.91544, 0.01851, 3.96090], [1.56458, -0.03476, 3.52528], [0.55504, -0.42343, 4.41938], [-0.64737, -0.93230, 3.89714], [-0.86011, -0.86808, 2.50517], [-0.01972, -0.17760, 1.72029], [1.26175, 0.04970, 2.13536], [5.10020, -0.46981, -1.42183], [2.73125, -0.40553, -2.10524], [5.71800, -0.26527, 1.03634], [4.98901, 0.02726, 3.34065], [3.13368, 0.01536, 5.02935], [0.75656, -0.44581, 5.48366], [-1.38251, -1.41822, 4.49983], [-1.61936, -1.48183, 1.99686]]}

***

{"formula": "C17H24N2O4S", "method": "ωB97M-V/def2-TZVPD", "charge": 0, "e_lumo_ev": 0.53, "smiles": "O=C(COc1ccc(S(=O)(=O)N2CCCCC2)cc1)N1CCCC1", "de_lowest_ev": 1.4277, "species": ["O", "C", "N", "C", "C", "H", "C", "C", "H", "H", "H", "H", "H", "H", "H", "C", "O", "C", "C", "C", "C", "C", "C", "H", "H", "S", "O", "O", "N", "C", "C", "C", "C", "C", "H", "H", "H", "H", "H", "H", "H", "H", "H", "H", "H", "H", "H", "H"], "positions_angstrom": [[-4.23481, 0.71363, 0.84513], [-3.71525, 0.21418, -0.13741], [-3.11063, 0.95315, -1.07692], [-2.53554, 0.52866, -2.33807], [-2.50799, 1.81153, -3.16620], [-1.75294, 1.78037, -3.94849], [-2.23055, 2.87869, -2.10945], [-3.06283, 2.40210, -0.92475], [-2.63020, 2.65897, 0.04445], [-4.08195, 2.80149, -0.95333], [-2.51193, 3.87767, -2.43378], [-1.17158, 2.88071, -1.84856], [-3.48249, 1.98346, -3.62439], [-3.12942, -0.26264, -2.79746], [-1.51595, 0.15375, -2.18467], [-3.74373, -1.30617, -0.34281], [-2.56400, -1.87563, -0.86745], [-1.39579, -1.69880, -0.19732], [-0.25954, -2.21968, -0.82670], [0.98704, -2.04583, -0.26341], [1.10601, -1.35252, 0.92833], [-0.01126, -0.87127, 1.57955], [-1.26891, -1.04153, 1.02484], [-2.13042, -0.65649, 1.54526], [0.11291, -0.36931, 2.52596], [2.73432, -1.00513, 1.59244], [3.63829, -2.01319, 1.12227], [2.60366, -0.77612, 3.00070], [3.22329, 0.42931, 0.91726], [3.68600, 0.43057, -0.44756], [2.59392, 0.85105, -1.43447], [2.00816, 2.19604, -1.01016], [1.46574, 2.09297, 0.41397], [2.58605, 1.64511, 1.35720], [2.21387, 1.45546, 2.36386], [3.35115, 2.42924, 1.41045], [0.64800, 1.36949, 0.44187], [1.08058, 3.05809, 0.74717], [1.21504, 2.49484, -1.69942], [2.78868, 2.95964, -1.04659], [1.80233, 0.09885, -1.45018], [3.02142, 0.92008, -2.43600], [4.04907, -0.57631, -0.65356], [4.52966, 1.12776, -0.51927], [1.87528, -2.44587, -0.72619], [-0.38696, -2.75064, -1.75691], [-4.52435, -1.55066, -1.07054], [-4.01301, -1.76072, 0.61846]]}

***

{"formula": "C17H24N2O5", "method": "ωB97M-V/def2-TZVPD", "charge": 0, "e_lumo_ev": 0.64, "de_lowest_ev": 14.2155, "species": ["C", "C", "H", "H", "O", "C", "O", "C", "H", "H", "C", "H", "H", "C", "N", "C", "O", "C", "C", "N", "C", "O", "C", "C", "C", "C", "C", "C", "H", "H", "O", "C", "H", "H", "H", "H", "H", "H", "H", "H", "H", "H", "H", "H", "H", "H", "H", "H"], "positions_angstrom": [[-0.14567, -0.23358, -2.17813], [-0.44954, -1.43500, -1.41361], [-1.03178, -2.04783, -2.01875], [-1.11948, -1.12499, -0.56537], [0.56375, -2.34460, -1.11863], [1.05668, -1.90409, 0.23670], [0.66762, -1.01365, 1.03077], [2.21244, -2.74464, 0.41377], [1.77333, -3.43814, 1.17729], [2.55082, -3.37819, -0.36221], [3.37697, -1.84191, 1.15997], [2.98578, -1.25317, 1.80859], [4.12091, -2.95319, 1.49364], [4.25970, -1.16607, 0.13903], [3.51405, -0.13050, -0.55759], [3.48147, 1.04963, 0.33283], [4.21403, 1.09106, 1.28361], [2.75369, 2.15115, -0.39479], [1.89918, 2.96119, 0.43223], [0.56987, 2.11383, 0.78214], [-0.63563, 2.46003, 0.06269], [-0.84348, 3.59881, -0.31495], [-1.73245, 1.64594, 0.44905], [-2.83583, 1.58721, -0.34837], [-3.86064, 0.86364, -0.62303], [-3.83715, -0.14789, 0.69814], [-2.87570, -0.34306, 1.64548], [-1.76688, 0.84220, 1.46239], [-1.10901, 0.64385, 2.35644], [-2.92724, -0.85898, 2.56735], [-4.91884, -0.93965, 0.90057], [-6.06046, -1.10003, -0.05359], [-5.69854, -1.32442, -0.91939], [-6.55946, -0.23364, 0.01644], [-6.74272, -1.89026, 0.47768], [-4.60551, 0.92439, -1.07866], [-2.69446, 2.22935, -1.52671], [0.69035, 1.15879, 1.31851], [2.27295, 3.03330, 1.47878], [1.35643, 3.95193, 0.20407], [2.35597, 1.78477, -1.21338], [3.38780, 3.03104, -0.52421], [2.81725, -0.29744, -1.18835], [4.48221, -2.04317, -0.70112], [5.03104, -0.79740, 0.51399], [-0.93053, 0.18157, -2.67007], [0.42416, 0.38495, -1.61824], [0.56256, -0.70314, -3.05303]]}

***

{"formula": "C17H24N2O5S", "method": "ωB97M-V/def2-TZVPD", "charge": 0, "e_lumo_ev": 0.49, "smiles": "O=C(COc1ccc(S(=O)(=O)N2CCOCC2)cc1)NC1CCCC1", "de_lowest_ev": 1.7104, "species": ["O", "C", "N", "H", "C", "C", "H", "H", "C", "H", "H", "C", "H", "H", "C", "H", "H", "H", "C", "H", "O", "C", "C", "C", "C", "C", "C", "H", "H", "S", "O", "O", "N", "C", "H", "C", "H", "O", "C", "H", "C", "H", "H", "H", "H", "H", "H", "H", "H"], "positions_angstrom": [[-1.75865, 0.91189, -3.26788], [-2.50506, 0.55437, -2.38393], [-2.74037, 1.19555, -1.22460], [-3.36375, 0.72965, -0.58185], [-1.97927, 2.31141, -0.68396], [-0.52850, 1.91091, -0.32355], [-0.39976, 0.82841, -0.34685], [-0.29208, 2.25991, 0.68281], [0.34683, 2.63019, -1.34799], [1.36663, 2.77704, -0.99547], [0.36659, 2.06298, -2.27812], [-0.39961, 3.94092, -1.57180], [-0.26409, 4.60034, -0.71229], [-0.07115, 4.46455, -2.46703], [-1.85502, 3.48766, -1.67229], [-2.05039, 3.12633, -2.67948], [-2.56145, 4.28396, -1.44394], [-2.51694, 2.62304, 0.21518], [-3.32966, -0.74282, -2.50177], [-4.35789, -0.49533, -2.78004], [-3.43114, -1.42728, -1.26835], [-2.28208, -1.84709, -0.67100], [-2.42489, -2.35833, 0.62242], [-1.31498, -2.76280, 1.33509], [-0.06284, -2.66661, 0.75544], [0.08979, -2.19095, -0.53093], [-1.01594, -1.77473, -1.25162], [-0.87837, -1.39242, -2.24981], [1.07937, -2.14280, -0.95502], [1.40420, -3.11096, 1.66931], [1.04556, -3.40084, 3.03004], [2.15905, -4.08612, 0.94185], [2.24873, -1.65337, 1.56161], [1.67982, -0.61244, 2.39079], [0.61335, -0.54412, 2.16821], [2.38767, 0.70305, 2.05446], [2.04968, 1.50365, 2.71431], [3.77762, 0.59979, 2.24159], [4.32494, -0.43135, 1.45086], [5.39275, -0.45051, 1.67200], [3.67812, -1.77669, 1.78072], [4.04270, -2.56829, 1.12710], [3.89038, -2.04159, 2.82658], [4.17019, -0.20566, 0.38550], [2.16862, 0.96629, 1.00846], [1.80853, -0.85069, 3.45612], [-1.39501, -3.14521, 2.34011], [-3.41530, -2.41963, 1.04485], [-2.89692, -1.37326, -3.28585]]}

***

{"formula": "C17H24N4O2RbS", "method": "ωB97M-V/def2-TZVPD", "charge": -1, "e_lumo_ev": 2.18, "de_lowest_ev": 0.0000, "species": ["Rb", "S", "C", "C", "C", "C", "C", "C", "C", "C", "C", "N", "H", "H", "H", "H", "H", "H", "N", "C", "O", "C", "C", "H", "H", "H", "H", "H", "H", "C", "N", "C", "C", "O", "N", "C", "C", "H", "H", "H", "H", "H", "H", "H", "H", "H", "H", "H", "H"], "positions_angstrom": [[0.87954, -1.15274, 0.08533], [-1.04781, -1.28785, -5.10975], [-1.55035, 0.15215, -4.32644], [-1.10934, 0.25852, -3.04361], [-0.31457, -0.82371, -2.57011], [-0.17960, -1.75159, -3.54595], [0.48974, -3.00891, -3.50352], [0.43096, -3.93115, -4.56989], [1.07816, -5.13771, -4.46913], [1.79614, -5.42342, -3.31131], [1.79671, -4.46834, -2.30826], [1.17437, -3.30915, -2.38227], [-2.15458, 0.85153, -4.88315], [-1.34971, 1.12057, -2.43502], [-0.13520, -3.68159, -5.45557], [1.02323, -5.86203, -5.27443], [2.33007, -6.35469, -3.19575], [2.33091, -4.64689, -1.38189], [2.78377, -2.74087, 4.11412], [1.83651, -1.74663, 3.54618], [1.59381, -1.83533, 2.26826], [0.78326, -1.35611, 4.56951], [1.94490, -0.42293, 4.28817], [2.36045, -3.65834, 3.97664], [3.60035, -2.73390, 3.50329], [0.76086, -1.86599, 5.52331], [-0.19015, -1.04660, 4.20351], [2.69967, -0.31443, 5.05575], [1.71763, 0.48498, 3.74196], [-2.72834, 1.22899, 1.40466], [-2.18840, 2.54828, 1.12330], [-2.85426, 3.59447, 1.86401], [-0.88683, 2.56658, 0.67357], [-0.27991, 1.52174, 0.51608], [-0.28749, 3.76425, 0.35910], [-0.88491, 5.06751, 0.20650], [1.11098, 3.72819, -0.01434], [-3.81594, 1.26521, 1.34499], [-2.43237, 0.88883, 2.40375], [-2.34744, 0.52177, 0.67106], [-3.26723, 3.17522, 2.78607], [-3.67644, 4.01765, 1.27652], [-2.17240, 4.38727, 2.14760], [-1.92279, 5.00528, -0.11229], [-0.32575, 5.60420, -0.56254], [-0.81905, 5.65935, 1.12771], [1.47560, 2.70851, 0.09004], [1.68511, 4.39273, 0.63721], [1.23812, 4.04710, -1.05299]]}